Density functional theory data (the ωB97M-V functional and the def2-TZVPD basis) for 2 unconnected molecules or ions with the total composition CF3N2OS at a distorted geometry.

The calculation puts the highest occupied orbital energy (spin up / spin down) at -0.1518 / -0.1236 hartree. The calculation puts the orbital gap (spin up / spin down) at 7.3 / 6.4 eV. For the largest force on an atom, the calculation gives 3.8 eV/A. The value obtained for the energy is -25048.5785 eV. The net charge is -1. The calculation puts the energy above the lowest of the compared OMol25 structures with the same formula, charge and spin at 260.8 kJ/mol.

Bonds (Å) are listed after each position.
Element x y z (Å)
1 F -1.211 -1.782 0.588  C7 1.414
2 F 0.928 -1.819 0.415  C7 1.372
3 F 0.077 -0.817 2.249  C7 1.417
4 N -0.508 1.630 -1.402  S6 1.563, N8 1.220
5 O 1.034 1.801 0.222  N8 1.209
6 S -1.640 1.221 -2.399  N4 1.563
7 C -0.071 -0.986 0.850  F1 1.414, F2 1.372, F3 1.417
8 N 0.121 1.316 -0.404  N4 1.220, O5 1.209

Density functional theory data (the ωB97M-V functional and the def2-TZVPD basis) for C3H8N4O in the gas phase at a distorted geometry.

The calculation puts the highest occupied orbital energy at -0.3079 hartree. The calculation puts the orbital gap at 9.0 eV. The SMILES is [H]/N=C/N(C)O/C=N\N. For the largest force on an atom, the calculation gives 7.6 eV/A. The value obtained for the energy is -11241.7357 eV. The calculation puts the energy above the lowest of the compared OMol25 structures with the same formula, charge and spin at 761.1 kJ/mol.

Bonds (Å) are listed after each position.
Element x y z (Å)
1 H -2.046 -1.000 -2.028  N5 1.080
2 N 0.314 0.874 2.178  H4 0.964, C7 1.407
3 H 1.318 -2.421 0.683  C9 1.093
4 H 0.068 0.744 3.101  N2 0.964
5 N -1.132 -0.448 -1.864  H1 1.080, H11 1.050, N16 1.349
6 O 0.529 0.515 -0.305  C8 1.401, N14 1.431
7 C 0.141 -0.449 1.731  N2 1.407, H10 1.299, N14 1.381
8 C -0.425 1.435 -0.760  O6 1.401, H13 1.175, N16 1.330
9 C 1.415 -1.498 0.105  H3 1.093, H12 1.072, N14 1.398, H15 1.231
10 H -0.455 -1.410 2.369  C7 1.299
11 H -0.466 -0.980 -1.252  N5 1.050
12 H 1.566 -1.814 -0.908  C9 1.072
13 H -0.599 2.415 -0.136  C8 1.175
14 N 0.291 -0.716 0.384  O6 1.431, C7 1.381, C9 1.398
15 H 2.151 -0.663 0.628  C9 1.231
16 N -1.267 0.873 -1.623  N5 1.349, C8 1.330